A.
ORCA calculation (ωB97M-V/def2-TZVPD) on an isolated molecule of C5H10N2O2.

Net charge: 0
Gap between HOMO and LUMO: 9.96 eV

Each line ends with the Mulliken charge.
Positions of all 19 atoms, in Å:
C 1.335 -0.235 2.452  -0.84
C 0.889 -0.864 1.382  -0.09
C -0.362 -0.912 0.589  -0.33
N -0.354 0.384 -0.344  -0.08
C 0.657 0.196 -1.362  -1.01
C -1.657 0.613 -0.927  -0.83
N -0.499 -2.131 -0.326  1.00
O -1.618 -2.365 -0.559  -0.59
O 0.455 -2.632 -0.805  -0.57
H 2.329 -0.389 2.797  0.28
H 0.745 0.546 2.818  0.31
H 1.631 -1.698 0.986  0.16
H -1.140 -0.780 1.252  0.66
H 1.229 1.200 -1.341  0.24
H 1.383 -0.572 -1.296  0.44
H 0.066 -0.047 -2.272  0.35
H -2.408 0.593 -0.004  0.26
H -1.874 1.537 -1.407  0.37
H -2.098 -0.146 -1.733  0.28

---

B.
ORCA calculation (ωB97M-V/def2-TZVPD) on an isolated molecule of C5H10N2O2.

Net charge: 0
Gap between HOMO and LUMO (spin up / spin down): 8.45 / 8.45 eV

Each line ends with the Mulliken charge.
Positions of all 19 atoms, in Å:
C 2.549 -0.255 0.025  -1.38
C -1.720 -0.744 0.717  -1.37
C 1.291 0.420 0.266  0.13
C 0.300 1.108 0.622  0.62
C -1.183 0.325 -0.236  1.02
N -0.282 -1.603 -1.758  -0.45
N -0.141 2.244 1.225  -0.51
O -0.131 -0.315 -1.204  -0.34
O -1.971 1.104 -0.763  -0.68
H -0.916 -2.231 -1.271  0.23
H -0.567 -1.387 -2.715  0.26
H -0.869 2.715 0.697  0.23
H 0.552 2.873 1.600  0.23
H 2.521 -1.310 0.306  0.30
H 3.324 0.216 0.641  0.35
H 2.861 -0.184 -1.019  0.27
H -2.479 -1.339 0.208  0.40
H -2.198 -0.237 1.554  0.31
H -0.940 -1.398 1.105  0.37

---

C.
ORCA calculation (ωB97M-V/def2-TZVPD) on a cluster of 2 separate species, C5H10N2O2 in total.

Net charge: 0
Gap between HOMO and LUMO: 9.71 eV

Each line ends with the Mulliken charge.
Positions of all 19 atoms, in Å:
C -2.331 -0.545 0.037  -1.03
N -1.117 -0.077 0.671  0.09
C -1.244 0.376 2.040  -1.15
C 0.095 -0.420 0.118  0.69
N 1.192 -0.187 0.903  -0.39
O 0.153 -1.154 -0.868  -0.81
H -2.079 -0.973 -0.930  0.32
H -2.818 -1.323 0.631  0.35
H -3.038 0.281 -0.070  0.34
H -0.909 1.413 2.140  0.34
H -2.286 0.327 2.347  0.40
H -0.685 -0.250 2.738  0.39
H 2.085 -0.353 0.465  0.29
H 1.192 0.561 1.574  0.20
C 2.377 1.499 -2.809  -0.50
C 2.459 0.427 -2.266  0.24
O 2.633 -0.737 -1.712  -0.59
H 2.569 2.291 -3.468  0.42
H 1.751 -1.156 -1.541  0.43

---

D.
ORCA calculation (ωB97M-V/def2-TZVPD) on a structure of composition C5H10N2O2.

Net charge: 0
Gap between HOMO and LUMO: 9.47 eV

Each line ends with the Mulliken charge.
Positions of all 19 atoms, in Å:
C -2.133 1.785 -0.195  -1.50
C 0.471 -0.522 1.648  -1.08
C -1.247 0.599 0.104  0.84
C -0.655 0.455 1.504  0.76
N -1.067 1.110 2.512  -0.71
O -1.010 -0.228 -0.754  -0.61
H -1.822 1.757 2.285  0.24
H -2.428 1.756 -1.241  0.34
H -1.607 2.721 0.006  0.37
H -3.028 1.767 0.431  0.39
H 1.308 -0.249 1.002  0.25
H 0.161 -1.522 1.339  0.30
H 0.805 -0.542 2.683  0.34
C 2.850 -1.298 -2.363  -0.52
O 1.074 -2.094 -1.375  -0.49
N 2.495 -1.155 -1.181  -0.13
H 0.328 -1.489 -1.176  0.47
H 1.723 -2.007 -2.535  0.46
H 3.782 -0.843 -2.692  0.28

---

Energies in eV, measured from the most stable structure: A 4.052; B 3.938; C 0.000; D 3.124.

---

A.
ORCA calculation (ωB97M-V/def2-TZVPD) on an isolated molecule of C2H5N3S.

Net charge: 0
Gap between HOMO and LUMO: 8.94 eV

Each line ends with the Mulliken charge.
Positions of all 11 atoms, in Å:
N 1.745 -1.044 -0.103  -0.54
N 1.660 0.359 -0.110  -0.37
C 0.469 0.811 -0.097  0.09
N -0.668 0.015 -0.106  -0.18
C -1.908 0.478 0.029  -0.05
S -3.294 -0.416 -0.097  -0.30
H 2.756 -1.255 -0.119  0.27
H 1.336 -1.444 0.784  0.23
H 0.339 1.871 -0.144  0.31
H -0.517 -0.932 -0.341  0.34
H -1.919 1.559 0.304  0.21

---

B.
ORCA calculation (ωB97M-V/def2-TZVPD) on an isolated molecule of C2H5N3S.

Net charge: 0
Gap between HOMO and LUMO: 9.61 eV

Each line ends with the Mulliken charge.
Positions of all 11 atoms, in Å:
C -1.073 -1.292 0.401  -0.40
N -1.442 -0.487 -0.509  -0.51
N -0.862 0.734 -0.595  -0.01
C 0.232 1.291 0.125  0.07
N 1.395 0.803 0.310  -0.36
S 1.844 -0.665 -0.444  -0.15
H -0.180 -1.220 0.964  0.35
H -1.644 -2.211 0.371  0.24
H -1.462 1.369 -1.088  0.25
H 0.042 2.312 0.468  0.34
H 3.150 -0.632 -0.002  0.18

---

Energies in eV, measured from the most stable structure: A 0.000; B 1.216.

---

A.
ORCA calculation (ωB97M-V/def2-TZVPD) on a cluster of 2 separate species, C10H16 in total.

Net charge: +1
2S+1: 2
Gap between HOMO and LUMO (spin up / spin down): 9.25 / 5.51 eV

Each line ends with the Mulliken charge.
Positions of all 26 atoms, in Å:
C 2.735 -1.656 0.933  -0.36
C 3.674 -1.981 -0.284  -1.03
C 2.222 -0.232 0.764  -0.76
H 1.886 -2.377 0.967  0.24
H 3.185 -1.924 1.889  0.35
H 4.536 -1.333 -0.409  0.32
H 3.012 0.513 0.772  0.39
H 1.896 -0.114 -0.284  0.04
H 3.074 -1.874 -1.176  0.28
H 3.857 -3.044 -0.089  0.31
H 1.435 0.010 1.480  0.23
C -0.798 -0.309 -2.352  -1.38
C -2.215 0.101 1.195  -0.40
C -1.976 -0.441 -0.046  -0.26
C -1.813 1.383 1.547  -0.40
C -1.315 0.284 -1.088  0.83
C -1.392 2.208 0.407  -0.48
C -1.110 1.639 -0.798  -0.16
H -2.803 -0.490 1.885  0.42
H -2.348 -1.405 -0.356  0.42
H -2.065 1.770 2.533  0.47
H -1.216 3.201 0.824  0.36
H -0.924 -1.395 -2.296  0.42
H 0.207 -0.036 -2.667  0.35
H -0.668 2.331 -1.508  0.38
H -1.484 0.095 -3.121  0.40

---

B.
ORCA calculation (ωB97M-V/def2-TZVPD) on a cluster of 2 separate species, C10H16 in total.

Net charge: +1
2S+1: 2
Gap between HOMO and LUMO (spin up / spin down): 9.56 / 5.30 eV

Each line ends with the Mulliken charge.
Positions of all 26 atoms, in Å:
C 1.236 2.794 -2.608  -0.80
C -0.059 2.087 -2.789  -0.41
H 1.977 2.091 -2.127  0.24
H 1.507 3.265 -3.602  0.28
H 1.091 3.725 -2.160  0.29
H -0.208 1.750 -3.926  0.26
H -1.053 2.696 -2.699  0.29
H -0.371 1.326 -2.100  -0.09
C 1.709 -0.547 1.406  -0.74
C 1.773 -1.772 2.409  -1.22
C 0.322 -0.493 0.858  0.97
C 0.073 -1.486 -0.147  -0.68
C -0.627 0.262 1.487  -0.44
C -1.226 -1.508 -0.569  -0.43
C -1.919 0.294 0.892  -0.27
C -2.220 -0.559 -0.096  -0.51
H 1.966 0.396 1.929  0.43
H 2.333 -0.647 0.454  0.36
H 0.988 -1.890 2.976  0.49
H 0.784 -2.138 -0.509  0.64
H -0.541 0.959 2.354  0.37
H -1.673 -2.332 -1.244  0.33
H -2.616 1.135 1.184  0.34
H -3.164 -0.525 -0.441  0.57
H 2.605 -1.530 2.970  0.39
H 2.004 -2.724 1.882  0.35

---

C.
ORCA calculation (ωB97M-V/def2-TZVPD) on a cluster of 2 separate species, C10H16 in total.

Net charge: +1
2S+1: 2
Gap between HOMO and LUMO (spin up / spin down): 9.77 / 5.91 eV

Each line ends with the Mulliken charge.
Positions of all 26 atoms, in Å:
C 0.538 -1.921 0.636  0.39
C 1.944 -1.599 0.232  -1.11
C 0.552 -2.675 1.968  -1.34
H -0.218 -1.092 0.683  -0.01
H 0.032 -2.563 -0.100  0.25
H 2.461 -2.208 -0.480  0.37
H 0.871 -3.692 1.719  0.33
H 2.648 -1.356 1.088  0.29
H 2.136 -0.627 -0.262  0.17
H 1.235 -2.350 2.762  0.37
H -0.480 -2.656 2.333  0.34
C -0.018 3.297 0.333  -1.19
C -0.082 -0.067 -1.559  -0.84
C 0.387 1.004 -0.791  0.13
C -1.427 -0.065 -1.800  -0.04
C -0.526 1.990 -0.278  0.88
C -2.367 0.837 -1.187  -0.43
C -1.888 1.778 -0.290  -0.69
H 0.640 -0.671 -2.066  0.57
H 1.470 1.275 -0.594  0.36
H -2.110 -0.669 -2.481  0.33
H -3.410 0.852 -1.525  0.40
H 0.692 2.964 1.120  0.36
H -0.973 3.674 0.683  0.37
H -2.532 2.475 0.173  0.40
H 0.424 4.065 -0.318  0.34

---

Energies in eV, measured from the most stable structure: A 0.000; B 1.381; C 0.686.

---

A.
ORCA calculation (ωB97M-V/def2-TZVPD) on an isolated molecule of C19H15BrFNO5S.

Net charge: 0
Gap between HOMO and LUMO: 8.07 eV

Each line ends with the Mulliken charge.
Positions of all 43 atoms, in Å:
C 2.756 -1.118 -1.247  -1.86
C 2.268 0.186 -0.562  0.77
C 3.132 1.045 0.151  1.20
C 4.630 0.826 0.085  -1.31
C 5.360 1.721 -1.057  0.65
O 6.377 2.263 -0.601  -0.55
O 4.789 1.936 -2.316  -0.48
C 2.659 2.140 0.805  -1.23
C 1.301 2.524 0.649  0.75
C 0.796 3.697 1.265  -0.87
C -0.526 4.160 0.975  -0.56
C -1.378 3.358 0.175  0.10
F -2.667 3.847 0.039  -0.32
C -0.929 2.103 -0.298  -0.81
C 0.402 1.701 -0.156  1.13
C 0.852 0.470 -0.663  -0.32
O 0.057 -0.387 -1.323  -0.60
C -0.978 -1.140 -0.692  0.38
N -1.915 -1.534 -1.479  -0.51
C -2.938 -2.320 -1.122  -0.47
C -3.032 -2.731 0.198  0.01
S -4.366 -3.824 0.747  1.29
C -5.941 -2.846 0.653  -0.98
O -4.144 -4.276 2.113  -0.66
O -4.359 -5.052 -0.167  -0.65
C -2.013 -2.414 1.075  -0.63
C -1.050 -1.498 0.684  0.36
Br 0.289 -0.953 1.901  -0.07
H 3.493 -0.794 -1.947  0.39
H 1.853 -1.610 -1.700  0.31
H 3.198 -1.761 -0.544  0.42
H 4.983 1.184 1.024  0.43
H 4.865 -0.237 -0.021  0.45
H 4.109 1.223 -2.405  0.36
H 3.470 2.756 1.128  0.45
H 1.608 4.336 1.722  0.29
H -0.904 5.030 1.381  0.54
H -1.655 1.515 -0.797  0.56
H -3.689 -2.701 -1.755  0.48
H -6.059 -2.354 -0.268  0.41
H -6.857 -3.537 0.769  0.33
H -5.838 -2.129 1.482  0.34
H -2.009 -2.809 2.102  0.48

---

B.
ORCA calculation (ωB97M-V/def2-TZVPD) on an isolated molecule of C19H15BrFNO5S.

Net charge: 0
Gap between HOMO and LUMO: 8.25 eV

Each line ends with the Mulliken charge.
Positions of all 43 atoms, in Å:
C 1.913 -2.516 -1.227  -1.76
C 0.968 -2.229 -0.054  0.59
C 1.550 -2.121 1.222  0.55
C 3.008 -2.634 1.501  -1.08
C 4.075 -1.682 1.114  0.50
O 5.083 -2.168 0.830  -0.49
O 3.767 -0.372 0.852  -0.46
C 0.666 -1.816 2.263  -0.77
C -0.703 -1.526 2.069  0.80
C -1.566 -1.104 3.132  -1.07
C -2.913 -1.098 2.921  -0.62
C -3.419 -1.217 1.595  0.23
F -4.713 -1.093 1.216  -0.30
C -2.554 -1.362 0.512  -0.24
C -1.241 -1.538 0.792  0.27
C -0.349 -1.801 -0.243  0.22
O -0.658 -1.356 -1.508  -0.47
C -0.426 -0.026 -1.729  0.56
N 0.574 0.586 -1.124  -0.20
C 0.665 1.927 -1.186  -0.46
C -0.198 2.703 -1.888  0.03
S -0.214 4.545 -1.880  1.25
C -1.518 4.904 -0.681  -1.04
O 1.150 5.054 -1.587  -0.65
O -0.730 4.940 -3.161  -0.64
C -1.114 2.030 -2.777  -0.46
C -1.324 0.693 -2.564  -0.16
Br -2.687 -0.125 -3.510  -0.11
H 2.016 -3.641 -1.288  0.39
H 1.601 -2.209 -2.241  0.38
H 2.921 -1.960 -1.156  0.29
H 3.129 -3.489 0.882  0.40
H 3.162 -3.078 2.448  0.58
H 2.937 -0.039 1.162  0.35
H 0.947 -1.780 3.308  0.46
H -1.187 -0.794 4.121  0.39
H -3.611 -1.122 3.797  0.36
H -2.919 -1.500 -0.529  0.43
H 1.283 2.536 -0.534  0.35
H -2.469 4.601 -1.211  0.36
H -1.577 5.933 -0.430  0.39
H -1.548 4.370 0.235  0.40
H -1.777 2.569 -3.464  0.47

---

Energies in eV, measured from the most stable structure: A 0.387; B 0.000.

---

A.
ORCA calculation (ωB97M-V/def2-TZVPD) on a structure of composition C2H9N2OP.

Net charge: 0
Gap between HOMO and LUMO: 9.08 eV

Each line ends with the Mulliken charge.
Positions of all 15 atoms, in Å:
C 1.113 -1.157 0.939  -0.68
C -0.451 0.867 -1.873  -0.73
N 0.082 -0.912 1.850  -0.62
N -1.185 0.500 -0.728  -0.14
O 0.157 2.109 0.712  -0.56
P -0.822 1.004 0.766  0.42
H 0.842 -1.829 0.006  0.19
H 1.580 -0.317 0.479  0.29
H 1.899 -1.637 1.442  0.41
H 0.484 1.170 -1.485  0.29
H -0.365 -0.021 -2.514  0.29
H -0.796 1.681 -2.498  0.30
H 0.216 -0.603 2.753  0.27
H -1.968 -0.051 -0.774  0.20
H -1.906 1.578 1.419  0.06

---

B.
ORCA calculation (ωB97M-V/def2-TZVPD) on a cluster of 2 separate species, C2H9N2OP in total.

Net charge: 0
Gap between HOMO and LUMO: 8.54 eV

Each line ends with the Mulliken charge.
Positions of all 15 atoms, in Å:
H -0.391 0.781 3.010  0.03
P -0.371 1.032 1.522  -0.07
C -1.840 0.214 1.173  -0.25
C -2.408 -0.169 -0.198  -0.32
O -2.391 -1.527 -0.465  -0.50
H -2.424 -0.084 2.092  0.26
H -2.014 0.404 -1.025  0.31
H -3.477 0.243 -0.153  0.22
H -2.904 -1.673 -1.244  0.31
N 3.220 -0.519 -1.041  -0.44
N 3.050 0.528 -0.156  -0.42
H 3.305 -0.274 -1.997  0.19
H 2.507 -1.215 -0.846  0.23
H 2.187 1.150 -0.345  0.18
H 3.952 1.108 -0.326  0.24

---

Energies in eV, measured from the most stable structure: A 0.000; B 1.421.

---

A.
ORCA calculation (ωB97M-V/def2-TZVPD) on a structure of composition C4H6NO2.

Net charge: -1
Gap between HOMO and LUMO: 7.45 eV

Each line ends with the Mulliken charge.
Positions of all 13 atoms, in Å:
C -0.123 0.183 0.055  -0.22
C -0.765 2.004 0.501  -0.83
C 0.922 -1.481 -0.412  -0.79
C -0.704 -1.200 0.001  0.38
N 1.065 -0.041 -0.465  0.51
O 2.092 0.671 -0.788  -0.79
O -1.153 -1.900 1.027  -0.87
H 0.091 2.650 0.239  0.26
H -1.715 2.214 0.030  0.28
H 1.189 -1.827 0.588  0.27
H 1.294 -1.960 -1.269  0.36
H -1.275 -1.118 -1.009  0.14
H -0.917 1.806 1.502  0.29

---

B.
ORCA calculation (ωB97M-V/def2-TZVPD) on a cluster of 2 separate species, C4H6NO2 in total.

Net charge: -1
Gap between HOMO and LUMO: 6.79 eV

Each line ends with the Mulliken charge.
Positions of all 13 atoms, in Å:
C 0.089 -1.725 0.497  -1.24
C -0.889 -2.673 0.180  -0.01
C 0.515 -1.544 1.765  0.76
C -0.686 1.551 0.254  -1.01
N 0.893 -1.346 2.849  0.41
O 1.187 -1.318 4.059  -0.77
O -1.481 -3.522 0.941  -0.69
H 0.426 -0.997 -0.259  0.35
H -1.342 -2.515 -0.905  0.20
H 0.057 2.187 -0.209  0.27
H -1.634 2.040 0.463  0.28
H -0.131 1.276 1.123  0.22
H -0.980 0.703 -0.246  0.23

---

Energies in eV, measured from the most stable structure: A 2.335; B 0.000.